1.
This record from the Open Molecules 2025 dataset describes a structure of composition C24H19CaO5P in a non-equilibrium geometry. The level of theory is ωB97M-V/def2-TZVPD.

The frontier orbital gap comes out at 0.2339 Eh. As for the charge: +2. The spin multiplicity is 1. The energy above the lowest of the compared OMol25 structures with the same formula, charge and spin is 1.8141 eV.

Cartesian coordinates (Å):
Ca  0.027  0.968  -2.426
C  0.071  2.590  -0.437
O  0.116  3.053  0.619
C  0.026  3.722  -2.832
O  0.027  4.874  -2.839
C  -2.323  1.738  -2.437
O  -3.450  1.899  -2.249
C  2.385  1.737  -2.504
O  3.515  1.899  -2.356
C  0.025  0.133  -7.291
H  0.953  -0.435  -7.191
H  -0.901  -0.434  -7.168
C  0.021  1.424  -7.605
H  -0.905  1.985  -7.747
H  0.945  1.984  -7.771
O  0.035  -0.507  -0.821
P  0.009  -0.303  0.717
C  1.814  0.143  1.235
C  2.589  -0.746  2.004
C  3.881  -0.481  2.458
C  4.482  0.704  2.079
C  3.822  1.574  1.227
C  2.542  1.255  0.801
C  -1.804  0.167  1.173
C  -2.650  -0.767  1.798
C  -3.956  -0.496  2.207
C  -4.499  0.743  1.924
C  -3.763  1.668  1.203
C  -2.468  1.348  0.830
C  -0.015  -1.950  1.486
C  0.014  -3.204  0.873
C  -0.012  -4.389  1.657
C  -0.070  -4.295  3.067
C  -0.104  -3.050  3.694
C  -0.080  -1.903  2.901
H  2.190  -1.710  2.246
H  4.362  -1.203  3.098
H  5.470  0.932  2.443
H  4.292  2.510  0.936
H  2.117  1.903  0.051
H  -2.296  -1.768  1.954
H  -4.492  -1.256  2.749
H  -5.498  0.972  2.261
H  -4.182  2.645  0.979
H  -1.988  2.071  0.192
H  0.059  -3.315  -0.211
H  0.010  -5.361  1.192
H  -0.090  -5.188  3.667
H  -0.148  -2.948  4.778
H  -0.104  -0.935  3.386

Atomic partial charges in e from the Löwdin method, atoms 1 to 4: 1.202, -0.085, 0.172, -0.020

2.
This record from the Open Molecules 2025 dataset describes the molecule C9H18BrNO8P2 in a non-equilibrium geometry. The level of theory is ωB97M-V/def2-TZVPD.

The frontier orbital gap comes out at 0.3245 Eh. The SMILES is CCOCCOC[C@@]1(Br)OC(=O)O[C@]1(P(C)O)P(=N)(O)O. As for the charge: 0. The spin multiplicity is 1.

Cartesian coordinates (Å):
C  -4.086  2.683  0.049
C  -2.545  2.523  -0.455
O  -1.699  3.630  -0.056
C  -0.712  3.218  0.942
C  0.764  3.001  0.348
O  1.169  1.600  0.250
C  0.736  1.022  -0.999
C  1.339  -0.427  -1.309
Br  0.805  -0.727  -3.198
O  2.810  -0.417  -1.424
C  3.341  -0.644  -0.117
O  4.341  -0.111  0.410
O  2.473  -1.611  0.532
C  1.226  -1.609  -0.234
P  -0.283  -1.750  0.913
C  0.447  -2.492  2.527
O  -0.895  -0.224  1.404
P  1.107  -3.283  -1.188
N  1.262  -4.413  -0.044
O  2.405  -3.517  -2.269
O  -0.421  -3.529  -1.910
H  -4.086  2.373  1.161
H  -4.692  1.875  -0.520
H  -4.504  3.731  -0.126
H  -2.200  1.500  -0.046
H  -2.553  2.484  -1.615
H  -0.642  4.114  1.678
H  -1.082  2.334  1.592
H  0.842  3.546  -0.654
H  1.509  3.525  1.061
H  -0.417  0.924  -1.092
H  1.069  1.728  -1.848
H  0.907  -1.664  3.198
H  1.324  -3.205  2.289
H  -0.321  -3.095  3.117
H  -0.319  0.067  2.161
H  0.430  -5.021  -0.017
H  2.116  -3.959  -3.100
H  -0.963  -4.179  -1.413

Atomic partial charges in e from the Löwdin method, atoms 1 to 4: -0.087, -0.276, -0.189, -0.165

3.
This record from the Open Molecules 2025 dataset describes a structure of composition C3H6F2N2 in a non-equilibrium geometry. The level of theory is ωB97M-V/def2-TZVPD.

The frontier orbital gap comes out at 0.3777 Eh. As for the charge: 0. The spin multiplicity is 1. The energy above the lowest of the compared OMol25 structures with the same formula, charge and spin is 3.5327 eV.

Cartesian coordinates (Å):
C  -0.464  0.850  0.565
C  -0.369  -0.555  1.112
C  0.771  -0.312  -0.986
N  0.304  0.973  -0.604
N  -0.018  -1.264  -0.255
F  2.139  -0.439  -0.744
F  -1.166  -1.409  -1.022
H  -1.585  1.152  0.380
H  -0.016  1.494  1.364
H  0.416  -0.786  1.907
H  -1.248  -1.110  1.426
H  0.713  -0.577  -2.298
H  0.522  1.983  -0.846

Atomic partial charges in e from the Löwdin method, atoms 1 to 4: -0.277, -0.074, -0.413, -0.001

4.
This record from the Open Molecules 2025 dataset describes a cluster of 2 separate species, C2H4OS2 in total in a non-equilibrium geometry. The level of theory is ωB97M-V/def2-TZVPD.

The frontier orbital gap comes out at 0.3055 Eh. As for the charge: 0. The spin multiplicity is 1. The energy above the lowest of the compared OMol25 structures with the same formula, charge and spin is 2.6349 eV.

Cartesian coordinates (Å):
C  -0.736  -0.553  0.197
C  2.263  -0.986  0.439
O  -2.871  -1.202  1.621
S  -1.897  -1.640  0.646
S  3.000  -1.687  -0.820
H  2.245  -1.423  1.481
H  -0.842  0.448  0.638
H  1.893  -0.020  0.218
H  -0.009  -0.793  -0.595

Atomic partial charges in e from the Löwdin method, atoms 1 to 4: -0.329, -0.611, -0.558, 0.847

5.
This record from the Open Molecules 2025 dataset describes a cluster of 8 separate species, C27H61N9O7P in total in a non-equilibrium geometry. The level of theory is ωB97M-V/def2-TZVPD.

The frontier orbital gap comes out at 0.2554 Eh. As for the charge: +1. The spin multiplicity is 1. The energy above the lowest of the compared OMol25 structures with the same formula, charge and spin is 3.7128 eV.

Cartesian coordinates (Å):
C  2.697  6.147  4.705
C  3.502  6.000  3.314
P  5.254  5.365  3.621
C  6.213  5.533  1.974
N  5.304  3.615  3.976
C  6.008  2.585  3.187
C  5.830  1.221  3.881
N  5.017  1.585  5.034
C  4.696  2.981  5.114
H  2.907  7.218  5.087
H  3.151  5.427  5.470
H  1.563  6.058  4.607
H  2.919  5.403  2.525
H  3.617  7.070  2.889
H  6.620  6.615  1.979
H  7.130  4.831  1.951
H  5.544  5.322  1.059
H  6.619  2.664  2.234
H  6.234  0.219  3.532
H  4.768  0.817  5.671
H  4.082  3.460  5.956
C  1.660  1.102  0.025
C  2.364  1.507  1.290
O  3.035  2.533  1.365
N  2.242  0.697  2.376
C  1.504  -0.544  2.490
H  1.851  1.846  -0.749
H  2.036  0.137  -0.323
H  0.582  1.050  0.194
H  2.742  1.034  3.187
H  0.762  -0.428  3.283
H  2.206  -1.334  2.770
H  1.004  -0.816  1.562
C  0.055  -4.691  0.081
C  1.105  -3.620  0.173
O  0.902  -2.473  -0.213
N  2.312  -3.953  0.705
C  2.743  -5.238  1.213
H  -0.849  -4.273  -0.363
H  0.407  -5.508  -0.555
H  -0.189  -5.064  1.080
H  2.965  -3.183  0.734
H  3.026  -5.116  2.261
H  3.618  -5.557  0.642
H  1.965  -5.995  1.135
C  -2.224  -7.027  1.597
C  -1.512  -6.626  2.861
O  -0.837  -5.603  2.934
N  -1.633  -7.435  3.946
C  -2.375  -8.673  4.063
H  -2.035  -6.285  0.823
H  -1.854  -7.993  1.248
H  -3.301  -7.075  1.772
H  -1.128  -7.101  4.755
H  -3.114  -8.556  4.859
H  -1.677  -9.466  4.339
H  -2.880  -8.941  3.137
C  -1.844  -0.818  0.982
C  -3.335  -0.724  1.156
O  -3.989  -1.627  1.664
N  -3.954  0.409  0.729
C  -3.360  1.575  0.110
H  -1.492  -1.775  1.367
H  -1.585  -0.757  -0.078
H  -1.350  -0.018  1.540
H  -4.954  0.401  0.878
H  -3.584  2.445  0.732
H  -3.817  1.711  -0.872
H  -2.286  1.479  -0.002
C  -2.242  3.600  -3.357
C  -1.725  3.800  -1.959
O  -1.466  2.856  -1.220
N  -1.546  5.075  -1.520
C  -1.791  6.311  -2.231
H  -2.332  2.534  -3.561
H  -3.230  4.055  -3.461
H  -1.547  4.031  -4.079
H  -1.196  5.128  -0.573
H  -0.854  6.870  -2.281
H  -2.523  6.893  -1.667
H  -2.164  6.141  -3.239
C  -0.259  0.304  -6.986
C  -0.843  0.834  -5.705
O  -1.786  1.618  -5.694
N  -0.294  0.417  -4.531
C  0.811  -0.495  -4.331
H  -0.802  0.726  -7.832
H  0.790  0.595  -7.069
H  -0.356  -0.783  -7.022
H  -0.739  0.815  -3.715
H  0.458  -1.338  -3.733
H  1.595  0.029  -3.780
H  1.217  -0.865  -5.272
C  -5.177  -0.097  -5.426
C  -5.026  -1.584  -5.244
O  -5.293  -2.377  -6.136
N  -4.577  -2.041  -4.043
C  -4.210  -1.276  -2.871
H  -5.543  0.109  -6.432
H  -5.900  0.297  -4.708
H  -4.210  0.397  -5.302
H  -4.502  -3.048  -4.000
H  -3.167  -1.497  -2.630
H  -4.844  -1.598  -2.041
H  -4.328  -0.205  -3.022

Atomic partial charges in e from the Löwdin method, atoms 1 to 4: -0.169, -0.417, 0.950, -0.285

6.
This record from the Open Molecules 2025 dataset describes the molecule C6H15NOS in a non-equilibrium geometry. The level of theory is ωB97M-V/def2-TZVPD.

The frontier orbital gap comes out at 0.3604 Eh. The SMILES is CC[S@@](=N)(=O)C(C)(C)C. As for the charge: 0. The spin multiplicity is 1. The energy above the lowest of the compared OMol25 structures with the same formula, charge and spin is 4.8127 eV.

Cartesian coordinates (Å):
C  2.855  -0.823  0.217
C  -1.786  -0.341  1.059
C  -1.768  1.239  -0.856
C  -0.845  -1.018  -1.319
C  1.496  -0.767  0.932
C  -1.139  0.016  -0.270
N  0.313  1.854  1.234
O  1.321  1.208  -1.272
S  0.511  0.663  0.292
H  3.597  -0.345  0.871
H  3.140  -1.703  -0.109
H  2.803  -0.118  -0.638
H  -1.513  -1.289  1.347
H  -1.475  0.264  1.990
H  -2.932  -0.260  0.972
H  -1.696  2.130  -0.272
H  -2.807  0.945  -1.172
H  -1.283  1.585  -1.786
H  -1.726  -1.232  -2.028
H  -0.043  -0.569  -1.934
H  -0.455  -2.029  -0.939
H  1.716  -0.476  1.925
H  0.788  -1.548  0.839
H  0.928  2.612  0.917

Atomic partial charges in e from the Löwdin method, atoms 1 to 4: -0.098, -0.087, -0.110, -0.084

7.
This record from the Open Molecules 2025 dataset describes a cluster of 5 separate species, C18H27BrFN4OPSi in total. The level of theory is ωB97M-V/def2-TZVPD.

The frontier orbital gap comes out at 0.2898 Eh. The SMILES is C[C@H](F)[SiH2]P(O)Br.c1cc[nH]c1.c1cc[nH]c1.c1cc[nH]c1.c1cc[nH]c1. As for the charge: 0. The spin multiplicity is 1.

Cartesian coordinates (Å):
C  -4.981  -0.088  1.463
C  -3.611  0.174  0.845
F  -3.454  -0.646  -0.303
Si  -2.052  -0.168  1.906
P  -2.552  -0.390  4.139
O  -1.879  1.019  4.692
Br  -0.866  -1.777  4.566
H  -5.523  -0.768  0.805
H  -5.563  0.829  1.546
H  -4.936  -0.550  2.449
H  -3.557  1.198  0.469
H  -1.411  -1.383  1.363
H  -1.131  0.984  1.776
H  -2.554  1.557  5.118
N  0.087  0.012  -1.364
C  1.431  0.264  -1.319
C  1.854  0.509  -2.600
C  0.717  0.399  -3.446
C  -0.357  0.091  -2.654
H  -0.488  -0.205  -0.571
H  1.965  0.246  -0.384
H  2.862  0.744  -2.899
H  0.689  0.525  -4.516
H  -1.392  -0.078  -2.897
N  4.821  2.311  -1.105
C  3.896  3.241  -1.496
C  4.564  4.250  -2.137
C  5.947  3.915  -2.130
C  6.072  2.714  -1.487
H  4.612  1.462  -0.614
H  2.848  3.098  -1.297
H  4.113  5.129  -2.565
H  6.755  4.490  -2.551
H  6.940  2.115  -1.271
N  -0.355  -3.286  7.943
C  -0.993  -2.855  9.073
C  -1.184  -3.939  9.888
C  -0.638  -5.070  9.221
C  -0.134  -4.632  8.024
H  -0.095  -2.701  7.170
H  -1.256  -1.819  9.202
H  -1.661  -3.925  10.853
H  -0.617  -6.085  9.579
H  0.359  -5.165  7.229
N  0.131  1.109  -7.610
C  0.242  -0.239  -7.815
C  -0.976  -0.700  -8.239
C  -1.855  0.416  -8.291
C  -1.143  1.516  -7.897
H  0.871  1.707  -7.293
H  1.172  -0.754  -7.641
H  -1.211  -1.722  -8.483
H  -2.892  0.410  -8.584
H  -1.433  2.548  -7.797

Atomic partial charges in e from the Löwdin method, atoms 1 to 4: -0.098, -0.514, -0.126, 0.531

8.
This record from the Open Molecules 2025 dataset describes a structure of composition C37H36BBrCoNO4PS4. The level of theory is ωB97M-V/def2-TZVPD.

The expectation value of S² is 0.78. The frontier orbital gap (spin up / spin down) comes out at 0.1573 / 0.1562 Eh. As for the charge: -2. The spin multiplicity is 2.

Cartesian coordinates (Å):
Co  -0.129  0.284  0.212
O  -1.805  -5.305  4.000
C  -1.486  -4.319  3.361
S  -1.609  -4.187  1.612
C  -0.950  -2.561  1.433
C  -0.573  -1.934  2.569
S  0.188  -0.375  2.743
S  -0.802  -2.857  4.060
S  -0.822  -1.967  -0.202
C  -1.929  2.727  -2.522
C  -2.250  1.447  -3.285
C  -3.757  1.310  -3.496
C  -1.729  0.164  -2.610
C  -1.475  -0.934  -3.631
O  -0.098  -0.700  -4.016
C  0.439  -0.069  -2.925
N  -0.375  0.369  -2.054
C  1.905  0.070  -2.944
C  2.492  0.180  -4.210
C  3.856  0.348  -4.346
C  4.658  0.379  -3.210
C  4.082  0.243  -1.959
C  2.704  0.101  -1.787
P  2.012  -0.216  -0.092
C  3.207  0.747  0.932
C  3.632  2.014  0.528
C  4.387  2.819  1.365
C  4.741  2.370  2.630
C  4.325  1.114  3.045
C  3.559  0.313  2.209
C  2.588  -1.969  0.114
C  2.301  -2.620  1.317
C  2.617  -3.956  1.501
C  3.215  -4.681  0.482
C  3.489  -4.054  -0.724
C  3.176  -2.713  -0.907
H  -2.263  3.593  -3.104
H  -0.856  2.821  -2.345
H  -2.421  2.731  -1.549
H  -1.759  1.508  -4.267
H  -4.247  1.197  -2.527
H  -4.012  0.442  -4.111
H  -4.165  2.199  -3.983
H  -2.383  -0.145  -1.794
H  -2.087  -0.871  -4.530
H  -1.529  -1.928  -3.182
H  1.858  0.136  -5.085
H  4.292  0.445  -5.333
H  5.732  0.492  -3.298
H  4.720  0.229  -1.085
H  3.350  2.390  -0.446
H  4.678  3.808  1.030
H  5.322  3.002  3.292
H  4.572  0.757  4.037
H  3.202  -0.636  2.577
H  1.778  -2.078  2.096
H  2.360  -4.434  2.439
H  3.443  -5.732  0.617
H  3.934  -4.612  -1.541
H  3.378  -2.270  -1.872
Br  -2.426  1.129  0.651
C  4.153  7.888  -0.317
C  2.835  7.530  -1.020
C  1.887  8.737  -0.956
C  3.149  7.255  -2.491
C  2.187  6.327  -0.331
C  1.864  6.408  1.024
C  1.272  5.354  1.722
C  1.007  4.197  1.023
O  0.472  3.035  1.448
B  0.451  2.129  0.350
O  0.996  2.870  -0.778
C  1.319  4.102  -0.332
C  1.902  5.143  -1.024
H  4.635  8.736  -0.813
H  4.839  7.039  -0.337
H  3.987  8.155  0.727
H  2.342  9.610  -1.436
H  1.651  8.999  0.076
H  0.948  8.512  -1.465
H  3.619  8.136  -2.935
H  2.243  7.034  -3.059
H  3.835  6.414  -2.603
H  2.079  7.321  1.568
H  1.035  5.433  2.775
H  2.129  5.016  -2.074

Atomic partial charges in e from the Löwdin method, atoms 1 to 4: -0.369, -0.143, -1.081, 0.898

Question: Which of these has the highest charge?
Answer: C24H19CaO5P

Question: Among the records above, which one has the highest charge?
Answer: C24H19CaO5P